# C2H9PSi2

A 2-piece molecular cluster, C2H9PSi2 overall in a non-equilibrium geometry (wB97M-V/def2-TZVPD, OMol25).

Calculated values
LUMO energy (spin up / spin down): -0.0105 / -0.0297 Eh
M: 120.2 g/mol
calculated total energy: -27258.3471 eV
relative energy (zero: lowest compared OMol25 entry of this formula, charge and spin): 271.8 kJ/mol
Kohn-Sham gap (spin up / spin down): 7.39 / 8.03 eV
spin multiplicity: 1

Geometry as XYZ:
```
14
Properties=species:S:1:pos:R:3:forces:R:3
H 2.5640 -1.4247 -0.0229 1.932 -1.942 0.606
H 0.1968 -1.9800 2.1992 -0.439 -0.358 -0.257
Si -0.6849 -2.4798 1.0760 0.764 0.019 -0.896
C -0.1786 -1.2528 -0.4183 -0.126 -0.688 -0.239
H 1.2736 0.4169 0.9321 0.741 -0.454 -0.520
Si 1.6178 -0.4807 -0.2629 -3.908 2.358 0.110
H -2.1334 -2.2240 1.3570 0.416 -0.264 0.003
P -1.3105 -0.8562 -1.5886 1.064 -0.311 1.073
H -1.4562 4.1590 -0.4830 -1.992 1.899 0.528
H -0.5311 2.7556 0.0445 0.421 -0.799 0.460
H -0.2378 3.5517 -1.5912 1.166 -0.088 -1.739
H -0.3847 -4.0485 0.8565 -0.356 1.884 0.096
H 2.0055 0.3910 -1.3998 -0.096 -0.206 0.026
C -0.7404 3.4724 -0.6985 0.413 -1.048 0.748
```
Forces are in eV/Å.

natural (NBO) population analysis, charges in e, atoms 1 to 4: number 1, H, carries -0.18; number 2, H, carries -0.16; number 3, Si, carries 0.85; number 4, C, carries -1.40